Molecular formula: C25H23AsN2O2ReS
Method: DFT, ωB97M-V with the def2-TZVPD basis set

Last column: Löwdin spin population.
Atoms and positions in Å:
Re  0.39  -1.99  -0.04  0.8312
S  0.36  -1.98  2.21  -0.0639
C  0.14  -0.31  2.79  -0.0033
C  0.41  -0.06  4.12  -0.0057
C  0.22  1.22  4.62  0.0011
C  -0.24  2.24  3.80  -0.0047
C  -0.51  1.98  2.46  -0.0008
C  -0.32  0.70  1.96  -0.0018
As  -0.58  0.25  0.13  0.0188
C  -2.44  0.08  -0.28  0.0049
C  -3.43  0.54  0.58  0.0002
C  -4.76  0.42  0.20  0.0003
C  -5.09  -0.14  -1.02  -0.0003
C  -4.09  -0.61  -1.87  0.0001
C  -2.76  -0.51  -1.50  -0.0005
C  0.06  1.74  -0.87  0.0046
C  1.43  1.92  -1.07  -0.0002
C  1.88  3.04  -1.74  0.0001
C  0.97  3.98  -2.21  -0.0005
C  -0.39  3.80  -2.01  0.0003
C  -0.86  2.68  -1.34  0.0002
H  0.76  -0.86  4.77  -0.0002
H  0.43  1.42  5.67  0.0001
H  -0.40  3.23  4.20  -0.0002
H  -0.86  2.77  1.81  0.0001
H  -3.17  0.98  1.54  0.0001
H  -5.53  0.78  0.86  0.0000
H  -6.12  -0.22  -1.31  0.0000
H  -4.36  -1.07  -2.82  0.0000
H  -1.99  -0.88  -2.16  -0.0003
H  2.14  1.20  -0.68  -0.0001
H  2.94  3.19  -1.90  0.0000
H  1.32  4.85  -2.75  0.0000
H  -1.10  4.54  -2.37  0.0001
H  -1.92  2.53  -1.19  0.0000
N  6.23  -0.96  -1.72  0.0262
C  4.99  -1.17  -1.31  0.0173
C  3.90  -1.14  -2.22  0.0068
C  2.64  -1.28  -1.75  0.0123
N  2.34  -1.48  -0.42  0.0309
C  3.40  -1.56  0.45  0.0105
C  4.68  -1.41  0.05  0.0014
H  6.45  -0.80  -2.69  0.0005
H  7.01  -0.98  -1.07  0.0005
H  4.06  -1.01  -3.28  0.0001
H  1.80  -1.23  -2.43  0.0009
H  3.15  -1.74  1.48  -0.0006
H  5.47  -1.49  0.79  -0.0002
C  -3.04  -3.53  0.78  0.0002
C  -2.29  -3.71  -0.50  0.0081
O  -2.63  -4.33  -1.44  0.0204
O  -1.01  -3.08  -0.54  0.0849
H  -4.10  -3.58  0.55  -0.0001
H  -2.79  -2.60  1.27  0.0001
H  -2.79  -4.36  1.44  0.0002

Properties
charge: +2
2S+1: 2
highest occupied orbital energy (alpha / beta): -14.4888 / -14.7907 eV
energy: -3938.1647 Ha
Kohn-Sham gap (alpha / beta): 6.437 / 7.073 eV
molecular weight: 676.7 g mol⁻¹
<S²>: 0.77
strongest force on any atom: 2.69 eV/Å
ΔE to the lowest compared entry with this formula, charge and spin: 0.000 eV